No. 1
Computed, not measured: C28H46FOSi4 as an isolated structure at a distorted geometry, with wB97M-V/def2-TZVPD.

Values from the calculation:
HOMO level   -11.2605 eV
Multiplicity   1
Total charge   +1

Each line ends with the Mulliken charge.
Atoms and positions in Å:
H 0.709 -3.191 1.717  0.34
H -3.141 -0.641 -4.066  0.31
C -2.062 -0.458 -4.000  -1.10
H 2.018 -0.322 3.661  -0.45
H 4.386 -1.116 1.936  0.22
H 0.161 -2.669 3.763  0.39
C 2.755 1.868 2.232  -0.28
H 0.829 -2.259 -3.170  0.48
H 2.864 3.140 3.980  0.42
C 3.083 0.726 -1.962  -0.11
C 3.843 0.538 -3.123  -0.50
C 4.692 -0.552 -0.699  -0.92
H -1.886 0.622 -4.049  0.21
F 6.582 -1.477 -1.878  -0.32
H 2.396 -2.652 1.735  0.38
C 3.197 0.653 1.652  0.72
H -1.065 -0.344 3.555  0.53
H -3.754 -2.554 1.301  0.32
H -4.678 -1.261 -2.664  0.24
H 5.084 -0.952 0.229  0.44
H 0.386 2.612 -1.227  -0.02
C -0.069 -0.074 3.159  -0.77
H -6.090 -0.628 -1.783  0.43
C 4.731 0.329 3.516  -1.04
H -1.715 -3.278 -1.150  0.32
C 0.006 -0.334 1.694  0.11
H 4.674 1.820 5.061  0.38
H -2.918 4.141 0.511  0.41
H -5.370 1.356 0.641  0.31
H -2.897 -3.101 -2.471  0.30
Si -4.165 -0.670 -0.267  0.43
C 1.048 -0.777 3.919  0.10
H -6.051 -0.184 1.211  0.42
C 3.421 0.075 -0.742  0.70
H 5.482 -0.289 4.008  0.39
H 0.066 0.999 3.307  0.28
C -2.591 2.788 -2.639  -1.12
H -4.300 3.148 -0.011  0.29
Si -1.895 -0.005 -0.535  0.40
H 0.899 -0.725 5.008  0.54
Si -1.261 -1.212 -2.474  0.93
C 5.421 -0.723 -1.872  0.22
C 1.042 -1.111 1.120  0.74
H 1.931 2.425 1.777  0.43
C -3.263 3.107 0.350  -1.26
C 4.173 -0.115 2.306  -0.01
Si -2.065 2.325 -0.887  0.36
H -3.251 2.589 1.320  0.36
H 0.884 -0.503 -3.464  0.27
H 5.600 -0.437 -4.003  0.48
H 1.899 -2.763 4.006  0.43
H -3.464 2.212 -2.976  0.30
C 5.016 -0.232 -3.111  -0.79
C 4.284 1.515 4.089  -0.63
H 1.629 0.768 0.174  -0.39
O -0.957 0.235 0.983  -0.64
H -2.859 3.857 -2.661  0.40
H -4.858 0.494 -2.405  0.24
H 0.899 -1.399 0.059  -0.14
H -4.560 0.446 1.937  0.30
H 3.481 0.961 -4.055  0.45
H -1.580 -0.929 -4.870  0.43
H -0.042 2.721 0.513  -0.18
C -4.250 -2.450 0.326  -1.13
C -5.010 -0.495 -1.951  -0.97
C -0.341 3.010 -0.506  -0.46
H 1.183 -1.156 -1.841  -0.05
H -5.310 -2.710 0.458  0.41
C 0.584 -1.277 -2.746  -0.70
C -1.848 -2.963 -2.192  -1.23
H -0.287 4.112 -0.561  0.56
H -3.803 -3.169 -0.368  0.35
H 2.165 1.337 -2.003  0.41
H -1.222 -3.599 -2.832  0.49
C 1.364 -2.339 1.971  -0.95
C 1.118 -2.220 3.470  -1.09
C 3.272 2.259 3.470  -0.64
C 2.501 0.142 0.440  0.37
H -1.764 2.632 -3.346  0.33
C -5.114 0.351 0.994  -1.17

Forces on atoms 1 to 3 (eV/Å):
0.36 0.42 -0.78
0.28 0.07 0.01
-0.02 0.05 0.10


No. 2
Computed, not measured: C28H46NOP2S5Sn as an isolated structure at a distorted geometry, with wB97M-V/def2-TZVPD.

Values from the calculation:
HOMO level   -3.0395 eV
Multiplicity   1
Total charge   -1

Each line ends with the Mulliken charge.
Atoms and positions in Å:
H -1.414 1.262 -3.906  0.46
C -2.258 -3.723 -0.768  -1.07
H 0.956 -4.567 -1.165  0.21
H -1.312 0.195 -1.686  -0.30
H -3.107 5.322 -0.590  0.50
H 3.371 -3.797 3.108  0.50
H -3.190 4.033 -1.788  0.31
H 4.050 -3.720 -1.582  0.34
C 2.805 -3.078 2.509  -1.27
H -2.117 -1.783 2.541  0.51
H -3.713 3.723 -0.134  0.17
S 3.253 1.615 3.415  -0.10
H -3.519 0.330 -2.652  0.47
P 1.961 -2.098 0.096  0.95
H 3.600 -1.279 -1.402  0.39
C -3.271 1.018 -1.839  -1.61
H -4.694 2.985 3.549  0.37
H -3.262 -4.089 -0.963  0.34
C -1.208 1.870 -3.023  -1.64
H 3.100 2.358 -1.545  0.06
C -1.160 -4.504 -1.123  0.17
H 2.513 -3.947 -2.442  0.17
H -0.539 -6.537 -1.455  0.35
C 3.312 -3.237 -2.222  -1.46
C 2.961 -3.387 1.017  0.64
C -2.056 1.268 1.063  0.21
S 1.599 0.378 3.191  -0.40
H 4.236 3.719 -1.750  0.43
H -3.663 0.603 -0.910  0.29
C 3.319 5.338 0.528  -1.12
H -2.972 -1.891 0.039  0.39
C -2.096 -2.486 -0.187  -0.01
C 1.779 -1.276 -2.541  -1.48
H 4.078 5.771 -0.124  0.38
C -1.712 -0.081 1.307  -0.70
Sn 1.371 0.553 0.708  1.14
H -1.259 -5.763 -2.871  0.31
H 1.622 -5.085 1.048  0.31
H 0.927 -1.927 -2.745  0.20
C -2.384 -0.753 2.338  0.09
H 3.312 -5.470 1.404  0.49
H 3.167 -2.078 2.743  0.17
H -3.816 -0.658 3.920  0.35
C 2.763 -1.961 -1.589  0.64
C -1.321 -5.851 -1.782  -1.78
C -3.656 1.219 2.894  0.30
C 3.300 3.396 -1.294  -0.68
H -3.775 1.966 -2.030  0.25
H -3.260 2.929 1.700  -0.06
H -4.440 1.778 4.817  0.36
C -1.540 3.847 -0.389  0.52
C 0.300 -2.750 -0.243  -0.13
H 3.800 -2.987 -3.168  0.49
C -3.007 1.891 1.868  -0.34
H 2.816 -5.162 -0.259  0.27
H -5.678 1.516 3.590  0.29
C -1.755 1.192 -1.767  1.08
H -0.127 2.011 -2.945  0.36
P -1.068 2.041 -0.250  0.86
H 3.993 -3.169 0.721  0.51
S 3.463 3.486 0.515  0.46
N -0.676 -0.673 0.586  0.46
C -0.820 -1.943 0.105  -0.97
H 2.316 5.623 0.214  0.21
H 1.397 -0.352 -2.100  0.00
C 0.097 -3.983 -0.866  -0.23
H -0.070 4.104 1.182  0.20
C -4.675 1.915 3.760  -1.65
O 2.109 3.099 1.010  -0.39
H 2.269 -1.031 -3.487  0.58
H 2.470 4.035 -1.591  0.30
C -2.976 4.246 -0.740  -1.51
H -1.669 2.850 -3.166  0.31
H 1.753 -3.135 2.802  0.26
C -1.028 4.536 0.884  -1.41
C 2.654 -4.863 0.776  -1.60
H -2.289 -6.291 -1.539  0.38
H -0.889 5.608 0.719  0.51
H 3.494 5.651 1.556  0.36
S 4.785 0.759 2.378  -0.14
C -3.329 -0.116 3.116  -0.94
H -0.894 4.177 -1.212  0.47
H -1.722 4.408 1.715  0.23
S 4.315 0.863 0.398  -0.34

Forces on atoms 1 to 3 (eV/Å):
0.00 0.03 -0.04
0.12 0.06 0.04
0.02 -0.04 0.05


No. 3
Computed, not measured: C28H47BrN2OP2V as an isolated structure at a distorted geometry, with wB97M-V/def2-TZVPD.

Values from the calculation:
HOMO level (spin up / spin down)   -13.7964 / -13.9150 eV
Multiplicity   4
Total charge   +2

Each line ends with the Mulliken charge.
Atoms and positions in Å:
H -2.703 2.958 2.549  0.27
H 3.368 -2.584 -2.080  0.45
C -1.977 -0.634 -2.858  -0.02
H 5.508 2.573 3.599  0.36
H 2.294 -2.516 -0.683  0.10
H -2.691 -1.138 0.896  0.32
H 2.112 5.005 3.750  0.36
C -1.524 2.119 0.233  0.05
H -3.582 3.463 -1.065  0.32
H -2.390 -2.792 2.391  0.80
H -1.609 -3.603 -3.755  0.42
H -2.111 4.500 -1.228  0.31
C 0.301 1.666 -3.297  -1.30
C 2.917 -1.902 -1.349  -1.24
H 3.030 -1.101 2.874  0.47
H -4.139 -0.733 -2.662  0.33
H -3.409 -2.137 -3.499  0.28
C 3.025 1.062 -0.175  -0.55
H -4.719 -2.449 0.567  0.43
H 3.837 0.776 -0.875  0.67
C -1.343 -2.736 2.115  -0.73
H -0.737 1.933 -3.063  0.33
H 0.607 2.319 -4.125  0.42
H 0.390 0.543 3.144  -0.08
H 2.775 -0.243 -2.741  0.64
H 0.756 -4.968 0.572  0.48
C -2.245 3.725 1.903  -0.69
H 2.215 2.165 -2.418  0.64
C -0.881 -3.071 -1.756  0.25
C -3.350 -1.051 -3.355  -1.40
C -2.839 4.072 -0.509  -0.81
C 1.676 2.876 3.365  -0.38
H 3.017 3.174 -0.788  0.43
H 0.814 2.729 -1.486  0.62
C 0.985 -2.004 2.469  0.65
H -3.361 4.901 0.000  0.28
C -0.360 -1.926 2.743  -0.14
H -1.893 0.454 -2.705  0.03
H -4.414 -2.647 -1.189  0.29
H 0.604 3.059 3.277  0.37
C 1.461 0.341 3.187  0.26
N 3.860 3.877 3.646  -0.51
H 3.196 0.490 0.753  -0.16
C 2.520 3.990 3.596  -0.26
H -2.745 -3.991 -2.402  0.36
H 1.300 -1.230 -2.633  0.30
H 0.332 0.637 -3.672  0.20
C 1.191 1.890 -2.099  -1.13
C 3.101 2.564 0.117  -1.35
H -1.249 3.972 2.299  0.12
N -2.167 3.264 0.512  0.15
C 0.511 -4.028 1.103  0.01
C 1.428 -3.082 1.619  -0.52
C 1.946 -0.918 2.949  -0.78
H -3.574 -0.373 -0.415  0.83
O -1.045 1.344 1.082  -0.43
H -3.359 -3.420 0.017  -0.42
H 3.727 -1.485 -0.742  0.32
P 1.407 0.418 -0.869  1.38
C 3.650 1.511 3.276  -0.26
H -0.887 -3.687 -0.835  -0.47
H 2.315 2.851 0.821  0.18
H 2.485 -3.322 1.540  0.60
H 4.064 2.796 0.586  0.37
V -0.238 -1.972 0.588  0.31
H -0.702 -1.181 3.443  0.85
C 2.128 -0.804 -2.049  -1.08
H -3.517 -0.567 -4.321  0.46
H -1.164 -0.943 -3.544  0.57
H 4.172 0.574 3.095  0.28
C 4.413 2.670 3.515  -0.49
C 2.235 1.558 3.288  0.11
H -1.292 -4.965 -2.643  0.44
P -1.587 -1.405 -1.278  1.21
H -2.865 4.637 1.925  0.35
C -1.695 -3.946 -2.717  -1.92
C -0.854 -3.793 1.290  -0.84
C -3.045 -1.294 -0.139  -0.69
H 0.175 -2.977 -2.083  0.27
H -1.448 1.891 -0.852  0.09
C -3.944 -2.508 -0.208  -0.66
Br -2.193 -5.220 0.465  -0.07

Forces on atoms 1 to 3 (eV/Å):
0.20 0.29 -0.27
-0.07 0.11 0.16
0.39 0.50 0.08